Entry from the OMol25 dataset: a 7-piece molecular cluster, C29H46N3O12 overall at a distorted geometry (ωB97M-V with the def2-TZVPD basis set).

Geometry (Å):
1 C 3.27 2.18 -2.18
2 H 1.34 3.86 2.78
3 C -3.93 -5.50 7.18
4 H -2.11 -7.60 7.59
5 H -2.29 -5.48 8.58
6 H 7.66 2.32 -2.72
7 H 2.67 9.43 -5.06
8 H -4.34 -6.35 2.43
9 O -2.32 -5.97 2.35
10 H 1.59 8.18 -5.76
11 O -0.34 2.66 2.75
12 O 4.28 7.30 -5.48
13 C -3.24 -5.98 8.43
14 H 3.22 -3.19 -1.89
15 H -2.74 -0.07 -1.07
16 H 3.34 4.14 -3.17
17 H -3.56 2.20 -0.80
18 H -4.93 -3.98 2.47
19 C -4.22 -7.76 7.22
20 H -3.99 -8.57 6.52
21 C -3.87 -4.23 2.53
22 C -3.92 0.29 -2.87
23 H 0.53 -4.24 -2.34
24 H 0.43 3.46 0.03
25 C -2.03 -5.10 1.35
26 H 6.35 1.16 -3.32
27 O -0.39 -1.65 -1.56
28 H -3.03 -8.08 9.02
29 H 2.00 8.97 -2.86
30 C 2.70 -3.04 -0.94
31 O -1.97 2.46 1.19
32 H 2.24 -5.17 -0.87
33 O 1.82 -1.92 -1.07
34 C 0.52 -3.87 -1.31
35 H 4.82 0.99 -1.75
36 H -5.13 -8.01 7.77
37 N 2.80 3.28 -2.99
38 H 3.44 -2.84 -0.16
39 H -3.61 -5.84 3.96
40 H -3.90 -5.82 9.29
41 C 1.51 2.18 1.41
42 C 6.57 2.26 -3.08
43 C -2.91 2.03 -1.65
44 H -4.84 0.05 -2.32
45 H 6.33 3.06 -1.01
46 O -4.45 -6.54 6.49
47 H 1.73 6.73 -2.15
48 O -4.05 -4.34 6.85
49 C 3.31 7.40 -4.79
50 C 2.24 8.44 -4.92
51 C 0.55 -2.37 -1.32
52 C -3.13 -4.09 1.21
53 H 2.32 0.22 -1.56
54 H 0.96 6.23 -3.68
55 H -3.76 -4.36 0.36
56 N 4.53 1.95 -1.46
57 C 1.08 2.80 2.72
58 H 6.53 2.85 -4.07
59 C 1.81 -4.21 -0.59
60 H -1.81 0.40 -2.50
61 H -3.71 -0.53 -3.57
62 C 1.51 8.33 -3.60
63 C -3.58 2.54 -2.90
64 N 2.27 1.12 -2.09
65 O -3.67 3.70 -3.22
66 O 3.00 6.53 -3.78
67 H -0.35 -4.25 -0.77
68 C -2.75 0.56 -1.96
69 H 1.52 2.28 3.58
70 H -1.94 2.51 -1.51
71 C 1.10 1.54 -2.90
72 C 1.72 6.88 -3.23
73 C -3.05 -7.46 8.13
74 H 5.20 3.89 -2.22
75 O -1.03 -5.16 0.67
76 H 0.46 8.62 -3.65
77 C -0.80 2.52 1.48
78 H -3.41 -3.58 3.28
79 C 0.34 2.48 0.51
80 H 2.46 2.57 1.04
81 C 1.47 2.92 -3.50
82 H -2.73 -3.08 1.09
83 O -4.12 1.51 -3.60
84 H 0.79 3.53 -4.20
85 H 0.13 0.96 -3.05
86 H 0.20 1.69 -0.24
87 C 5.63 2.88 -1.92
88 H 1.63 -4.23 0.49
89 C -3.61 -5.68 2.88
90 H 1.62 1.09 1.53

orbital gap: 8.970 eV
E_HOMO: -11.71 eV
lowest unoccupied orbital energy: -2.74 eV
net charge: +1